This record from OMol25 describes an isolated ion of composition C7H11N2O3 and charge +1. The level of theory is ωB97M-V with the def2-TZVPD basis set.

Positions of all 23 atoms, in Å:
1 C -0.288 -0.466 -1.839
2 C 0.270 -1.018 1.653
3 C 1.200 0.171 1.655
4 C -1.194 -0.404 1.523
5 C 1.319 0.894 0.302
6 C -1.245 0.458 0.408
7 C -0.137 1.362 -0.022
8 N -0.250 0.712 -2.273
9 N -0.271 -1.632 -2.847
10 O 0.821 -1.910 -3.213
11 O -1.392 -2.056 -3.078
12 O -0.292 1.812 -1.380
13 H 0.568 -1.850 1.017
14 H 0.338 -1.472 2.673
15 H 0.851 0.980 2.322
16 H 2.107 -0.129 1.971
17 H -2.125 -1.228 1.371
18 H -1.547 -0.135 2.564
19 H 2.063 1.784 0.380
20 H 1.683 0.088 -0.483
21 H -2.295 0.632 -0.072
22 H -0.188 2.334 0.564
23 H 0.003 1.073 -3.198

Computed properties:
charge	+1
energy relative to the best compared isomer or geometry (same formula, charge and spin)	9.087	eV
HOMO level (spin up / spin down)	-14.3 / -14.3	eV
E_tot	-16543.7777	eV
Kohn-Sham gap (spin up / spin down)	8.10 / 8.10	eV